1.
Density functional theory data (wB97M-V/def2-TZVPD) for C10H6InN2O5 as an isolated structure at a distorted geometry.

The geometry in XYZ format:
```
24
Properties=species:S:1:pos:R:3
O 0.00 3.63 -0.01
C -0.04 2.49 -0.07
In -0.05 -0.13 0.22
O 0.00 0.00 -3.61
C 0.00 0.00 -2.47
C 0.02 -2.49 -0.04
O 0.01 -3.64 -0.05
C -2.48 0.01 0.01
O -3.63 0.00 -0.01
C 2.48 0.00 0.03
O 3.61 0.00 -0.01
N -1.07 -1.99 2.74
C -0.49 -0.91 3.28
C -0.32 -0.79 4.67
C 0.30 0.38 5.14
C 0.78 1.38 4.25
C 0.64 1.16 2.89
N -0.01 0.06 2.44
H -1.43 -2.05 1.80
H -1.36 -2.74 3.39
H -0.71 -1.62 5.29
H 0.40 0.54 6.23
H 1.25 2.32 4.58
H 0.99 1.82 2.10
```

Results
Charge   +3
HOMO   -19.35 eV

=====

2.
Density functional theory data (wB97M-V/def2-TZVPD) for an isolated ion of composition C10H6N11O4 and charge -1 at a distorted geometry.

The geometry in XYZ format:
```
31
Properties=species:S:1:pos:R:3
O -3.88 2.84 2.14
N -2.66 3.04 2.12
O -2.15 4.16 2.37
C -1.73 1.96 1.81
C -0.37 2.23 1.65
C 0.55 1.22 1.44
N 1.97 1.37 1.55
O 2.50 2.48 1.68
O 2.62 0.29 1.55
C 0.21 -0.22 1.37
N -1.25 -0.30 1.24
N -1.89 -1.50 1.11
N -3.15 -1.29 1.35
N -3.39 0.01 1.65
C -2.18 0.62 1.62
H -0.04 3.26 1.67
H 0.50 -0.77 2.29
N 1.88 -2.55 -3.80
C 1.17 -1.61 -3.17
N 0.39 -0.69 -3.74
C -0.29 0.18 -2.97
N -0.23 0.28 -1.60
C 0.55 -0.62 -1.05
C 1.26 -1.60 -1.76
N 1.87 -2.48 -0.90
C 1.58 -2.05 0.33
N 0.82 -0.92 0.29
H 2.50 -3.15 -3.28
H 1.94 -2.57 -4.80
H -0.99 0.86 -3.46
H 1.88 -2.47 1.28
```

Results
SMILES   Nc1ncnc2c1ncn2[C@H]1C([N+](=O)[O-])=CC(=[N+]([O-])[O-])c2nnnn21
Charge   -1
HOMO   -5.05 eV

=====

In kcal/mol, the energy above the lowest of the compared OMol25 structures with the same formula, charge and spin values for the records above are, in order, 0.0; 0.0.
In a.u., the total energy values for the records above are, in order, -1059.2985; -1287.8678.